Below is 2 unconnected molecules or ions with the total composition C11H7PS2 in a non-equilibrium geometry, with properties calculated with wB97M-V/def2-TZVPD.

```
21
Properties=species:S:1:pos:R:3:forces:R:3:nbo_charge:R:1
C -4.2656 -1.0556 -0.0759 -1.9 -3.1 0.7 -0.2123
C -4.3361 0.2955 -0.0151 3.0 -0.5 0.2 -0.2009
C 5.0174 1.0715 -0.0603 -2.3 -1.2 -0.2 -0.2508
C -3.0598 -1.7076 0.0481 0.0 -1.7 -0.7 -0.1896
C -3.1615 1.0184 0.1312 -0.5 -2.0 -0.7 -0.2109
C 3.5687 1.2990 -0.2206 0.4 1.4 0.5 -0.3776
C 5.3061 -0.2775 0.0884 2.2 1.2 0.4 -0.4466
C -1.8374 -1.0295 0.0005 -0.7 1.0 -0.1 -0.3752
C -1.9199 0.4151 0.0328 -1.0 -1.3 0.3 -0.2065
C 2.9340 0.1389 -0.0420 -3.5 -1.5 -0.4 -0.0907
C 0.3837 -0.2122 -0.0150 4.3 1.2 -0.4 -0.5946
P -0.2012 -1.7631 -0.1799 -0.2 0.6 0.5 0.6806
S 3.9348 -1.2811 0.0716 -1.0 1.0 0.2 0.4393
S -0.4421 1.3021 0.0229 0.8 -1.4 0.1 0.4592
H -5.1965 -1.7624 -0.0582 1.6 1.7 -0.2 0.2166
H -5.2220 0.7659 -0.0490 -3.0 1.7 0.0 0.2090
H 5.5520 1.9853 -0.0188 1.4 0.1 0.1 0.2294
H -3.1596 -2.8281 0.0618 0.7 1.2 0.0 0.2182
H -3.2991 2.0184 0.2567 0.2 2.9 0.2 0.2107
H 3.0899 2.3406 -0.3155 0.8 -1.9 0.1 0.2448
H 6.3142 -0.7337 0.3362 -1.4 0.7 -0.5 0.2480
```
Positions in Å, forces in eV/Å.

As for the strongest force on any atom: 4.49 eV/A. For the relative energy (zero: lowest compared OMol25 entry of this formula, charge and spin), the calculation gives 0.778 eV.